Entry 1:
C29H27IrN6O4S | ωB97M-V/def2-TZVPD

Geometry as XYZ:
```
68
Properties=species:S:1:pos:R:3:nbo_charge:R:1
Ir -0.6855 -0.8617 -0.1481 1.253
S -1.3816 -0.8897 -3.0825 2.322
O -2.1342 0.1005 -2.3269 -0.970
O 0.9980 -2.4926 -0.0089 -0.749
O 2.1995 -3.7382 -1.4547 -0.665
O -2.0805 -1.7269 -4.0191 -0.946
N 0.7203 0.4369 -0.7520 -0.239
N -0.6767 -1.7675 -1.9288 -0.934
N 1.1728 1.4799 -0.0229 -0.171
N -0.6409 -0.0373 1.6548 -0.588
N -2.1008 -2.1313 0.5630 -0.270
N -2.2308 -2.4691 1.8562 -0.154
C 2.4059 2.7431 -6.1209 -0.628
C 0.2534 -0.2897 -5.2133 -0.195
C 2.3565 1.9745 -0.5756 -0.049
C -0.1568 -3.5413 6.1854 -0.629
C -0.1330 0.0017 -3.9466 -0.282
C 0.3370 -0.6288 3.8101 -0.207
C -3.1034 -2.6939 -0.0996 0.007
C -0.8231 3.3413 3.1511 -0.201
C 0.5052 1.0956 -3.1559 -0.321
C 1.4515 0.4538 -2.0078 -0.085
C 0.0355 -2.9923 -2.1586 -0.357
C 1.2227 -3.0829 -1.1190 0.768
C 0.6714 3.4250 1.3017 -0.221
C -1.0385 2.0042 2.9024 -0.216
C 0.4529 -1.4544 4.9054 -0.200
C -0.5575 -0.8944 2.7596 0.119
C 2.6201 1.3478 -1.7205 -0.211
C -3.3260 -3.2455 2.0175 -0.011
C -1.1582 -2.9199 3.9617 -0.223
C 1.1671 0.5380 -5.8908 -0.173
C -0.3045 -2.6184 5.0063 -0.007
C 0.4741 2.0639 1.0400 0.095
C -1.3014 -2.0852 2.8580 0.175
C 0.2505 5.5544 2.5460 -0.626
C 0.0461 4.0771 2.3476 -0.016
C 1.5980 1.7580 -5.3125 -0.072
C -3.9085 -3.4153 0.7841 -0.320
C -0.3978 1.3247 1.8594 0.204
C 1.2533 2.0505 -4.0294 -0.090
H 1.1612 -1.2074 5.6871 0.215
H -0.1894 -1.1439 -5.7120 0.246
H 0.4981 -4.3794 5.9383 0.227
H 3.4700 1.4622 -2.3692 0.243
H 0.1714 5.8340 3.5956 0.221
H 0.9647 0.2474 3.7345 0.223
H -1.7221 1.4410 3.5241 0.224
H 2.4076 2.4846 -7.1783 0.218
H -1.7149 -3.8483 3.9941 0.212
H 0.2804 -3.0114 7.0302 0.218
H 1.2254 5.8657 2.1726 0.216
H 2.9459 2.6971 -0.0394 0.233
H 0.4188 -3.0897 -3.1737 0.218
H -1.1204 -3.9474 6.4935 0.217
H -0.5102 6.1119 1.9945 0.225
H -4.7963 -3.9756 0.5525 0.243
H 3.4401 2.7651 -5.7722 0.220
H 1.9959 3.7462 -6.0064 0.222
H 1.7308 -0.5533 -2.3195 0.252
H -1.3429 3.8220 3.9711 0.215
H 1.3121 4.0002 0.6456 0.212
H 1.4831 0.2813 -6.8928 0.211
H -0.5809 -3.8708 -1.9274 0.207
H 1.5345 2.9985 -3.5880 0.199
H -0.2690 1.6231 -2.5908 0.262
H -3.2077 -2.5459 -1.1620 0.250
H -3.6380 -3.6020 2.9818 0.232
```

Values from the calculation:
multiplicity: 5
gap between HOMO and LUMO (spin up / spin down): 7.473 / 6.367 eV
<S²>: 6.060
HOMO (spin up / spin down): -7.048 / -7.729 eV



Entry 2:
C29H27N9S3Zr | ωB97M-V/def2-TZVPD

Geometry as XYZ:
```
69
Properties=species:S:1:pos:R:3:nbo_charge:R:1
Zr 0.6751 -0.1125 1.2210 1.643
S -1.2539 1.5921 0.7765 -0.316
S 2.2138 1.8827 1.7029 -0.172
S 0.4237 0.5963 3.6920 -0.188
N 2.4794 -1.4951 2.3913 -0.486
N 0.0821 1.1918 -1.5664 -0.148
N -1.8790 2.1810 -1.7925 -0.144
N 1.0560 0.6676 -0.8905 -0.392
N -0.3860 3.4783 5.8758 -0.328
N 2.0794 5.3740 2.8425 -0.322
N -1.7643 -2.5004 1.3985 -0.312
N -1.3274 -1.3200 1.8663 -0.370
N -2.9082 2.8176 -1.3124 -0.334
C 1.9984 0.0669 -1.7048 0.185
C -1.0010 1.6645 -0.9607 0.129
C 0.7169 -2.6989 -2.2614 -0.120
C 3.4871 -0.7334 3.1396 -0.418
C 2.2357 -2.4569 0.1214 0.099
C 1.8160 -2.3998 3.3365 -0.418
C -6.1552 3.8733 -3.6741 -0.223
C 3.1239 -2.3018 1.3397 -0.274
C 0.2046 -2.1929 -1.1387 -0.273
C 2.1426 -3.1209 -2.3871 -0.258
C -3.4075 -1.7172 2.6098 -0.333
C 1.6156 4.4139 3.2699 0.296
C -5.1219 3.1181 -4.2128 -0.189
C -2.3215 -0.8356 2.6030 0.025
C 2.9835 -2.9186 -1.1111 -0.252
C 3.0577 -2.1014 -3.1430 -0.230
C -4.0293 2.7824 -3.4404 -0.256
C 1.7796 -0.0317 -3.1485 -0.236
C 3.1210 -0.4824 -1.1750 -0.149
C 2.3530 -1.0015 -3.8536 -0.184
C 0.2571 3.3587 4.9309 0.298
C -3.0119 -2.7727 1.8194 -0.014
C 1.2026 2.0367 3.1175 -0.173
C 1.0436 3.2356 3.7739 -0.443
C -3.9691 3.1912 -2.1042 0.209
C -6.0915 4.2899 -2.3519 -0.192
C 3.7113 -1.7061 -1.7894 -0.237
C 0.9547 -2.0315 0.1252 -0.617
C -5.0065 3.9560 -1.5649 -0.257
H 3.4017 -3.2924 1.7378 0.206
H -0.8346 -1.8545 -1.1598 0.209
H 4.2307 -1.3995 3.5985 0.182
H -4.9442 4.2826 -0.5373 0.217
H -6.8910 4.8820 -1.9303 0.219
H 2.5520 -3.0662 3.8118 0.188
H 3.9974 -0.0259 2.4825 0.225
H -3.2154 2.1997 -3.8430 0.238
H 1.0724 -3.0054 2.8137 0.218
H 2.1932 -4.1292 -2.8082 0.222
H -2.2365 0.1144 3.1013 0.255
H 3.6457 -3.7595 -0.8950 0.224
H 0.1147 -2.7959 -3.1553 0.212
H 4.8027 -1.7253 -1.7624 0.222
H 3.4826 -0.1568 -0.2045 0.218
H 1.1868 0.7532 -3.5907 0.247
H 4.0623 -1.8207 1.0425 0.212
H -5.1707 2.7848 -5.2405 0.218
H -4.3403 -1.5875 3.1189 0.242
H -3.5265 -3.6697 1.5345 0.230
H 1.3288 -1.8188 4.1209 0.233
H -7.0064 4.1379 -4.2838 0.216
H -2.9404 2.9847 -0.2992 0.405
H -1.1744 -3.0429 0.7761 0.442
H 2.2801 -1.0350 -4.9297 0.214
H 2.9930 -0.1719 3.9359 0.236
H 3.7548 -2.6174 -3.8033 0.224
```

Values from the calculation:
gap between HOMO and LUMO (spin up / spin down): 5.982 / 5.961 eV
HOMO (spin up / spin down): -7.560 / -7.626 eV



Entry 3:
C29H27O3PSe2Tc | ωB97M-V/def2-TZVPD

Geometry as XYZ:
```
63
Properties=species:S:1:pos:R:3:nbo_charge:R:1
Tc -0.8341 -0.0545 -0.5865 0.605
Se -0.1484 2.3435 -0.6893 -0.196
Se -0.5272 0.1155 1.8425 -0.260
P -0.3440 2.2476 1.4569 1.023
O -4.6004 -0.2161 -2.4838 -0.596
O -2.6313 0.1844 -1.5419 -0.762
O -2.0604 -1.9877 0.1626 -0.706
C -2.4516 -4.1002 -0.8391 -0.281
C 2.8110 -1.9299 -1.7855 -0.010
C -2.6394 -2.7311 -0.8783 0.344
C 1.3324 -2.0489 -1.4170 -0.172
C -3.3162 -2.1043 -1.9171 -0.235
C 3.8277 -2.4659 -1.0037 -0.216
C -2.9257 -4.8772 -1.8841 -0.186
C 0.5680 -2.6362 -2.6186 -0.595
C 0.8064 -0.6438 -1.0935 -0.235
C -3.3587 3.5983 3.8324 -0.225
C -2.2626 2.9066 3.3493 -0.130
C 3.1784 4.1227 3.7205 -0.193
C 2.9023 4.5230 2.4222 -0.204
C 1.0517 2.9922 2.3401 -0.319
C 3.1741 -1.2317 -2.9386 -0.161
C 4.5011 -1.0843 -3.3027 -0.224
C -3.9965 4.5358 3.0289 -0.187
C 1.8421 3.9574 1.7290 -0.208
C -3.5626 -0.6112 -2.0019 0.777
C 1.1160 -2.9604 -0.2057 -0.600
C -3.8045 -2.9091 -2.9418 -0.142
C 1.3349 2.5869 3.6424 -0.216
C 2.3930 3.1541 4.3319 -0.195
C -1.7892 3.1579 2.0623 -0.432
C -3.5328 4.7815 1.7469 -0.202
C -2.4298 4.0933 1.2601 -0.180
C -3.5995 -4.2791 -2.9404 -0.224
C 5.5053 -1.6323 -2.5152 -0.221
C 5.1625 -2.3212 -1.3654 -0.204
H 0.5391 -1.9425 -3.4577 0.213
H 6.5440 -1.5181 -2.7958 0.212
H 1.6352 4.2671 0.7119 0.230
H -1.7842 2.1598 3.9719 0.210
H 1.6055 -2.5689 0.6869 0.215
H 1.5301 0.1521 -1.2880 0.204
H 1.4935 -3.9666 -0.4013 0.211
H -4.0348 5.5014 1.1147 0.221
H -3.9716 -4.8815 -3.7577 0.220
H 1.0437 -3.5607 -2.9540 0.214
H 0.7400 1.8142 4.1151 0.221
H -4.3518 -2.4294 -3.7421 0.239
H -3.7239 3.3991 4.8310 0.218
H -2.7744 -5.9481 -1.8681 0.219
H 0.0517 -3.0305 0.0155 0.214
H 4.0114 4.5590 4.2553 0.218
H 5.9339 -2.7509 -0.7394 0.210
H -1.9275 -4.5349 0.0012 0.230
H 3.5189 5.2703 1.9411 0.220
H -2.0778 4.2746 0.2528 0.237
H -0.4597 -2.8638 -2.3455 0.214
H 3.5903 -3.0107 -0.1012 0.213
H -4.8622 5.0667 3.4022 0.218
H 2.6113 2.8339 5.3418 0.218
H 4.7534 -0.5408 -4.2040 0.211
H 2.4063 -0.7868 -3.5592 0.204
H -2.7323 -1.4393 0.5945 0.512
```

Values from the calculation:
multiplicity: 2
gap between HOMO and LUMO (spin up / spin down): 8.020 / 7.896 eV
<S²>: 0.768
HOMO (spin up / spin down): -7.902 / -7.951 eV



Entry 4:
C29H28AuN2OSe | ωB97M-V/def2-TZVPD

Geometry as XYZ:
```
62
Properties=species:S:1:pos:R:3:nbo_charge:R:1
Au 0.5015 1.5208 -0.0496 0.467
Se -1.5789 -1.2791 0.1698 -0.605
O -3.7070 6.6901 0.9925 -0.609
N -4.2020 6.3635 -1.2239 -0.811
N -1.1283 2.6445 0.0206 -0.465
C -4.9137 -6.5190 -0.0456 -0.618
C -1.8228 2.8688 -1.1372 0.064
C 3.0406 0.8010 1.2183 -0.102
C -3.8478 -2.9265 -0.6557 -0.088
C -4.5762 -4.1267 -0.6855 -0.227
C -2.2555 4.4115 1.1496 -0.183
C 6.8992 -0.0332 -2.4523 -0.248
C 2.9078 0.2168 3.5962 -0.212
C -4.1294 -5.2606 0.0141 -0.066
C -0.8483 -4.0035 1.4527 -0.636
C 4.1739 1.6051 1.4911 -0.166
C 6.0356 0.7157 -3.2752 -0.218
C 6.4293 -0.4833 -1.2201 -0.206
C 4.7408 0.9711 -2.8913 -0.233
C -2.1776 -4.0115 0.7402 -0.077
C 2.9285 0.8849 -1.3082 -0.306
C 2.4107 0.1349 2.3169 -0.214
C -1.3218 3.3737 1.1309 0.063
C -2.7565 3.8957 -1.1766 -0.217
C -4.3972 -1.7804 -1.4385 -0.644
C -3.6568 5.9854 -0.0306 0.646
C 5.1040 -0.2446 -0.8298 -0.240
C 2.3830 0.8264 -0.0786 -0.274
C 4.6577 1.7116 2.8116 -0.244
C -2.9353 4.7010 -0.0350 -0.126
C 4.2682 0.4799 -1.6562 0.031
C 4.0486 1.0008 3.8426 -0.247
C -2.6245 -2.8661 0.0501 -0.057
C -2.9325 -5.1601 0.7584 -0.229
H 4.6556 2.1135 0.6337 0.209
H -2.5831 -6.0333 1.3072 0.184
H 2.3266 1.2274 -2.1715 0.197
H 4.0455 1.5327 -3.5241 0.205
H -0.7010 3.1161 1.9936 0.232
H -5.1955 -6.7126 -1.0893 0.202
H -3.2164 4.1289 -2.1269 0.206
H 5.5566 2.3249 3.0170 0.203
H 1.4725 -0.4349 2.0908 0.247
H -5.5060 -4.1880 -1.2602 0.182
H -4.3918 -7.4055 0.3074 0.202
H 4.7235 -0.6711 0.0990 0.230
H -5.8390 -6.4192 0.5312 0.200
H -4.7923 -2.1198 -2.4063 0.192
H -0.8529 -3.3098 2.3173 0.222
H -1.5673 2.2190 -1.9685 0.240
H -5.2732 -1.3008 -0.9364 0.199
H -3.6201 -1.0130 -1.6007 0.248
H 7.1033 -1.0051 -0.5336 0.205
H 7.9512 -0.2387 -2.7596 0.204
H -2.4632 4.9823 2.0706 0.258
H -0.6095 -4.9995 1.8172 0.184
H -4.3414 5.6907 -1.9761 0.395
H -4.7815 7.1925 -1.1950 0.406
H -0.1190 -3.6499 0.7127 0.238
H 2.4594 -0.3259 4.4352 0.209
H 4.4597 1.0301 4.8634 0.200
H 6.3819 1.1603 -4.2138 0.201
```

Values from the calculation:
gap between HOMO and LUMO: 4.208 eV
charge: -1
HOMO: -2.924 eV